Entry 1:
# C4H5O2Tl

A structure of composition C4H5O2Tl in a non-equilibrium geometry (ωB97M-V/def2-TZVPD, the Open Molecules 2025 dataset).

The geometry in XYZ format:
```
12
Properties=species:S:1:pos:R:3:forces:R:3
Tl -1.577 2.707 -1.924 -5.0 8.4 -7.3
O -0.816 1.507 -0.896 5.2 -9.3 7.4
O 0.498 -2.848 0.401 0.4 1.4 -0.2
C 1.513 -0.828 -0.342 -0.6 4.8 4.8
C 1.681 -2.069 0.474 0.7 -3.6 -0.7
C 0.051 1.292 0.062 -1.6 3.3 1.2
C 0.889 0.243 0.155 1.9 -4.3 -4.0
H 2.545 -2.633 0.074 -0.3 0.1 0.2
H 0.683 -3.734 0.726 0.1 -0.3 0.0
H 1.925 -1.845 1.528 0.0 0.7 -0.5
H -0.014 1.953 0.941 0.1 0.0 -0.4
H 2.435 0.056 -0.084 -0.8 -1.1 -0.5
```
Positions in Å, forces in eV/Å.

Calculated values
Charge = +2
HOMO-LUMO gap (spin up / spin down) = 5.9640 / 4.8109 eV
Energy above the lowest of the compared OMol25 structures with the same formula, charge and spin = 474.4 kJ/mol
Energy = -12989.6517 eV
Largest force on an atom = 13.0 eV/Å

Entry 2:
# C7H30N10O9

A cluster of 8 separate species, C7H30N10O9 in total in a non-equilibrium geometry (ωB97M-V/def2-TZVPD, the Open Molecules 2025 dataset).

The geometry in XYZ format:
```
56
Properties=species:S:1:pos:R:3:forces:R:3
O -2.343 -2.146 -0.284 1.6 1.9 -0.4
O -0.365 0.317 -0.577 0.6 -0.8 -0.7
O 3.715 0.350 -3.539 1.5 0.1 0.0
O 1.482 -4.744 -1.343 -1.4 -3.4 0.4
O 0.253 3.132 -1.108 1.1 -2.9 1.1
O 0.820 -1.625 4.456 -1.1 0.0 1.6
O -2.169 1.311 -2.633 -0.5 0.6 -0.5
O 2.776 3.025 -2.426 1.0 -0.3 0.0
O -1.486 1.468 1.691 -1.8 -0.4 0.2
N 0.729 -2.633 -1.278 -2.0 1.0 0.4
N 0.966 -1.079 2.349 -2.9 -0.8 -7.9
N 2.256 -0.141 3.639 3.6 3.5 2.7
N -2.636 -4.266 0.008 3.2 -5.7 -0.9
N -2.768 -0.361 1.972 -2.0 -2.7 -0.8
N 2.865 -3.134 -0.974 4.1 0.6 1.2
N -2.398 0.980 3.675 -1.7 -0.8 3.5
N -1.331 4.425 -1.924 -2.7 -0.6 -2.1
N -4.202 -2.902 0.610 -3.4 0.4 1.4
N -0.162 5.152 -0.340 2.0 4.2 5.2
C 3.256 1.976 -1.600 0.4 -0.6 -1.3
C -0.428 4.122 -1.009 -0.3 -1.3 -4.5
C 1.643 -3.587 -1.106 -0.4 1.7 -2.0
C -2.284 0.770 2.377 5.6 3.5 -1.2
C 1.240 -0.923 3.553 -0.3 -3.3 3.9
C -3.031 -3.076 0.086 -0.2 3.5 -0.3
C 3.201 0.582 -2.262 -2.4 0.1 0.5
H 0.100 1.136 -0.409 0.0 0.7 0.1
H 3.214 -2.187 -0.944 -0.5 -0.3 -0.1
H 2.723 1.958 -0.650 -0.1 -0.2 0.1
H -1.589 3.682 -2.558 -0.2 0.3 -0.2
H -2.654 0.123 4.143 -0.1 0.5 0.6
H 0.478 4.975 0.421 -0.1 0.8 0.1
H -0.789 5.942 -0.389 0.5 -0.2 0.7
H -3.155 -5.120 0.159 0.3 0.4 0.1
H -1.630 1.391 -1.846 0.4 -0.3 0.5
H 2.666 -0.267 4.554 0.8 0.8 -0.4
H 2.160 0.269 -2.352 -0.5 0.1 0.5
H -4.748 -3.750 0.652 -0.7 0.8 0.3
H 3.540 -3.884 -1.012 0.1 0.4 0.1
H -2.412 -0.787 1.128 -0.3 -0.2 -0.3
H -4.571 -1.963 0.559 -0.4 -0.4 0.0
H 2.718 0.137 2.786 0.6 0.2 1.1
H 0.349 -1.802 2.006 0.2 0.4 -0.1
H -0.235 -2.913 -1.395 0.2 0.3 0.0
H 0.907 -1.651 -1.127 -0.2 -0.1 0.1
H -1.922 0.466 -3.008 0.1 -0.2 0.0
H -3.143 -0.955 2.698 -0.1 -0.3 -0.6
H 1.538 -0.501 1.751 -1.1 -0.7 -1.0
H 1.820 3.068 -2.343 -0.4 -0.1 0.4
H 3.626 -0.076 -1.504 0.6 -0.4 -0.4
H -1.647 5.379 -2.029 -0.2 -0.6 -0.3
H 3.198 0.796 -4.214 -0.2 0.2 0.3
H -1.667 -4.275 -0.276 -0.1 -1.0 -0.1
H -2.029 1.668 4.316 0.3 0.2 -1.2
H -0.771 0.095 0.261 -0.2 0.4 0.3
H 4.323 2.056 -1.391 0.1 1.0 0.0
```
Positions in Å, forces in eV/Å.

Calculated values
Structure (SMILES) = NC(N)=O.NC(N)=O.NC(N)=O.NC(N)=O.NC(N)=O.OCCO.O.O
HOMO-LUMO gap = 9.7840 eV
Energy above the lowest of the compared OMol25 structures with the same formula, charge and spin = 309.5 kJ/mol
Energy = -41075.5887 eV
Largest force on an atom = 8.4 eV/Å

Entry 3:
# C2H8O2

A cluster of 3 separate species, C2H8O2 in total in a non-equilibrium geometry (ωB97M-V/def2-TZVPD, the Open Molecules 2025 dataset).

The geometry in XYZ format:
```
12
Properties=species:S:1:pos:R:3:forces:R:3
O -0.805 0.536 -0.048 -1.4 -0.8 -0.9
O -1.862 -0.473 -2.889 -1.7 -1.1 -2.9
C 0.038 0.984 0.783 1.2 0.2 1.1
C -0.015 0.679 2.332 1.5 2.1 -0.5
H -1.015 0.598 2.739 -0.3 -0.3 -0.1
H -1.420 0.009 -2.230 1.0 1.5 1.9
H 1.091 1.046 0.396 -0.1 0.1 0.5
H 0.439 1.618 2.807 -0.6 -1.1 -0.3
H 2.354 -2.647 -1.746 -0.6 -0.5 -0.8
H 2.720 -2.334 -1.217 0.5 0.5 0.8
H 0.662 -0.125 2.690 -0.4 -0.3 -0.2
H -2.188 0.110 -3.617 0.7 -0.5 1.4
```
Positions in Å, forces in eV/Å.

Calculated values
Charge = -1
2S+1 = 2
HOMO-LUMO gap (spin up / spin down) = 3.7509 / 6.9896 eV
Energy above the lowest of the compared OMol25 structures with the same formula, charge and spin = 64.4 kJ/mol
Energy = -6296.2951 eV
Largest force on an atom = 3.5 eV/Å